[1]
Molecular formula: C4H8N2OS
Method: DFT, the ωB97M-V functional and the def2-TZVPD basis

Element x y z (Å)
C1 1.196 1.796 1.637
N1 1.530 0.552 0.981
N2 0.563 0.131 0.109
C2 0.284 -1.077 -0.081
C3 -0.717 -1.497 -1.143
C4 -1.837 -0.517 -1.522
O1 -1.609 0.783 -1.386
S1 -3.155 -1.078 -2.280
H1 1.018 2.510 0.838
H2 2.084 2.068 2.227
H3 0.315 1.769 2.338
H4 1.708 -0.177 1.629
H5 0.804 -1.908 0.450
H6 -1.224 -2.431 -0.899
H7 -0.186 -1.779 -2.084
H8 -0.775 0.855 -0.814

Summary:
**SMILES string**: CN/N=C/CC(O)=S
**Energy above the lowest of the compared OMol25 structures with the same formula, charge and spin**: 169.6 kJ/mol
**Kohn-Sham gap**: 9.0 eV
**LUMO energy**: 0.622 eV
**Spin multiplicity**: 1
**E_HOMO**: -8.42 eV

=====

[2]
Molecular formula: C31H43CeCl2N2P
Method: DFT, the ωB97M-V functional and the def2-TZVPD basis

Element x y z (Å)
P1 -0.479 0.959 -0.461
C1 0.307 0.858 -2.202
C2 0.432 2.134 -3.062
C3 0.879 1.823 -4.498
C4 2.088 0.884 -4.574
C5 2.018 -0.315 -3.620
C6 1.636 0.090 -2.192
C7 0.868 1.788 0.552
C8 1.592 2.894 -0.215
C9 2.479 3.713 0.719
C10 3.459 2.813 1.476
C11 2.834 1.542 2.078
C12 1.879 0.796 1.139
C13 -1.622 2.408 -0.734
C14 -2.735 2.046 -1.733
C15 -3.550 3.303 -2.063
C16 -4.104 4.007 -0.819
C17 -3.061 4.197 0.287
C18 -2.238 2.932 0.570
H1 -0.443 0.202 -2.677
H2 1.171 2.823 -2.628
H3 -0.517 2.685 -3.107
H4 1.116 2.768 -5.005
H5 0.034 1.389 -5.048
H6 2.195 0.522 -5.603
H7 2.989 1.467 -4.341
H8 1.271 -1.033 -3.983
H9 2.981 -0.839 -3.614
H10 1.548 -0.814 -1.574
H11 2.446 0.703 -1.769
H12 0.317 2.234 1.398
H13 1.843 4.275 1.416
H14 0.892 3.568 -0.730
H15 2.237 2.435 -0.978
H16 3.029 4.454 0.125
H17 3.934 3.392 2.276
H18 4.256 2.522 0.778
H19 3.633 0.870 2.411
H20 2.266 1.823 2.974
H21 1.370 -0.009 1.688
H22 2.450 0.310 0.334
H23 -1.015 3.219 -1.160
H24 -2.332 1.605 -2.661
H25 -3.377 1.278 -1.268
H26 -2.896 4.005 -2.600
H27 -4.365 3.036 -2.743
H28 -4.964 3.451 -0.428
H29 -4.494 4.986 -1.108
H30 -3.543 4.524 1.215
H31 -2.365 4.993 -0.015
H32 -1.464 3.155 1.324
H33 -2.867 2.135 0.998
Ce1 -1.522 -1.589 0.805
Cl1 -1.831 0.109 2.730
Cl2 -1.246 -2.257 -1.678
C19 0.285 -2.528 1.638
H34 -0.212 -2.897 2.576
C20 1.620 -3.096 1.589
C21 1.930 -4.052 2.597
C22 3.222 -4.551 2.715
C23 4.229 -4.140 1.825
C24 3.921 -3.260 0.774
C25 2.629 -2.764 0.636
H35 1.138 -4.370 3.285
H36 3.445 -5.264 3.509
H37 4.707 -2.972 0.072
H38 2.365 -2.105 -0.198
H39 5.240 -4.516 1.950
N1 -4.280 -8.033 0.866
C26 -3.939 -7.038 1.387
C27 -3.535 -5.800 2.020
C28 -3.815 -5.585 3.380
C29 -3.394 -4.397 3.963
C30 -2.744 -3.446 3.159
N2 -2.596 -3.587 1.815
C31 -2.905 -4.802 1.267
H40 -4.325 -6.372 3.938
H41 -3.456 -4.206 5.034
H42 -2.290 -2.553 3.596
H43 -2.663 -4.933 0.204

Summary:
**Kohn-Sham gap (spin up / spin down)**: 3.9 / 4.2 eV
**LUMO energy (spin up / spin down)**: 1.708 / 1.828 eV
**Spin multiplicity**: 2
**E_HOMO (spin up / spin down)**: -2.23 / -2.38 eV
**Charge**: -1

=====

[3]
Molecular formula: C3H31N2O10S2
Method: DFT, the ωB97M-V functional and the def2-TZVPD basis

Element x y z (Å)
S1 -1.028 3.879 0.073
S2 -2.384 3.208 -1.135
C1 -2.227 1.433 -1.608
C2 -0.784 1.091 -1.887
C3 -0.550 -0.192 -2.802
N1 -1.685 -1.044 -2.925
N2 0.015 0.892 -0.603
H1 -1.514 3.799 1.340
H2 -2.792 1.479 -2.504
H3 -2.507 0.657 -0.870
H4 -0.326 1.923 -2.428
H5 0.373 -0.769 -2.466
H6 -0.338 0.207 -3.810
H7 -1.970 -1.560 -2.123
H8 -2.268 -0.914 -3.709
H9 0.681 0.122 -0.854
H10 -0.553 0.504 0.165
H11 0.719 1.663 -0.329
H12 -0.830 0.204 3.447
H13 0.303 -0.455 4.178
O1 -0.110 0.417 4.071
H14 2.094 -0.336 0.835
H15 2.411 -1.050 -0.344
O2 2.502 -0.097 -0.032
H16 2.841 0.527 2.484
H17 1.131 0.388 3.022
O3 1.957 0.173 2.540
H18 2.603 3.074 -0.671
H19 2.974 1.750 -1.354
O4 2.225 2.315 -1.154
H20 1.993 -3.273 -1.001
H21 2.371 -2.606 -2.317
O5 2.195 -2.424 -1.392
H22 2.915 -3.127 2.527
H23 2.368 -1.662 2.519
O6 2.289 -2.523 2.083
H24 3.170 -3.658 0.459
H25 1.999 -4.493 0.371
O7 2.936 -4.531 0.126
H26 -0.935 -4.840 1.444
H27 0.381 -3.821 1.693
O8 -0.160 -4.370 1.127
H28 -2.758 -0.184 2.437
H29 -2.194 1.187 2.277
O9 -1.982 0.277 2.044
H30 -1.276 -3.211 0.274
H31 -1.851 -1.940 0.706
O10 -2.015 -2.616 0.042

Summary:
**Energy above the lowest of the compared OMol25 structures with the same formula, charge and spin**: 357.1 kJ/mol
**Kohn-Sham gap**: 8.8 eV
**LUMO energy**: -3.024 eV
**Spin multiplicity**: 1
**E_HOMO**: -11.78 eV
**Charge**: +1

=====

Q: Which value of spin multiplicity does entry 3 give?
A: 1

=====

Q: What is the formula in the second record?
A: C31H43CeCl2N2P

=====

Q: Which formula does entry 1 have?
A: C4H8N2OS